Entry 1:
A gas-phase ion, C4H11N4 (charge +1), computed with ωB97M-V/def2-TZVPD.

The geometry in XYZ format:
```
19
Properties=species:S:1:pos:R:3:mulliken_charge:R:1
C -1.677 0.234 0.288 0.683
C -0.623 -0.470 -0.663 -1.160
C 0.945 -1.586 0.728 -0.891
C 1.374 1.903 -0.319 -0.787
N -1.207 1.041 1.155 -0.439
N 0.629 -0.466 -0.082 0.339
N -2.938 0.015 -0.224 -0.374
N 0.902 0.729 0.500 -0.279
H -1.026 -1.393 -0.916 0.650
H -0.646 0.124 -1.554 0.333
H 1.065 -2.517 0.119 0.345
H 1.942 -1.533 1.275 0.342
H 0.351 -2.019 1.633 0.339
H 2.386 1.737 -0.500 0.372
H 0.935 1.919 -1.360 0.295
H 1.094 2.819 0.338 0.310
H -3.021 -0.855 -0.698 0.242
H -3.681 0.339 0.457 0.317
H 1.459 0.783 1.413 0.365
```

## Properties
Total charge: +1
Highest occupied orbital energy (alpha / beta) in eV: -14.1 / -14.1
F_max in eV/A: 5.356

Entry 2:
2 unconnected molecules or ions with the total composition C4H11N4, computed with ωB97M-V/def2-TZVPD.

The geometry in XYZ format:
```
19
Properties=species:S:1:pos:R:3:mulliken_charge:R:1
C -0.531 -0.305 0.627 0.145
C -0.069 -0.015 2.030 -1.075
C 2.070 -0.618 -1.182 -0.786
C -2.216 -0.114 -1.132 -0.897
N 1.683 2.421 0.313 -0.607
N 1.706 1.344 -0.018 0.600
N 1.359 0.245 -0.262 0.050
N -1.534 0.354 0.075 -0.098
H 0.409 0.961 2.084 0.356
H 0.681 -0.828 2.303 0.315
H -0.823 -0.149 2.902 0.351
H 3.045 -1.063 -0.789 0.326
H 1.402 -1.480 -1.308 0.270
H 2.479 -0.091 -1.984 0.331
H -3.251 0.213 -0.880 0.349
H -2.290 -1.231 -1.373 0.308
H -1.953 0.397 -1.966 0.376
H -0.414 -1.401 0.253 0.347
H -1.754 1.363 0.309 0.339
```

## Properties
Total charge: +1
Highest occupied orbital energy in eV: -14.0
F_max in eV/A: 4.833

Entry 3:
2 unconnected molecules or ions with the total composition C4H11N4, computed with ωB97M-V/def2-TZVPD.

The geometry in XYZ format:
```
19
Properties=species:S:1:pos:R:3:mulliken_charge:R:1
C -1.414 0.687 0.538 0.534
C 1.531 -0.304 -0.472 0.767
C -1.909 1.705 -0.413 -0.863
C 2.688 -1.259 -0.571 -1.215
N 0.667 -0.641 0.376 -0.519
N -2.036 -0.021 1.382 0.029
N 1.630 0.795 -1.250 -0.362
N -1.635 -1.240 1.879 -0.521
H -1.356 2.696 -0.340 0.307
H -2.976 1.740 -0.160 0.334
H -1.888 1.215 -1.472 0.290
H 3.147 -1.467 0.338 0.328
H 3.518 -0.947 -1.221 0.348
H 2.466 -2.252 -1.058 0.283
H -3.002 -0.019 1.525 0.288
H 0.861 1.415 -1.574 0.165
H 2.403 0.890 -1.811 0.207
H -0.736 -1.586 1.517 0.363
H -1.959 -1.408 2.787 0.236
```

## Properties
Total charge: +1
Highest occupied orbital energy (alpha / beta) in eV: -13.5 / -13.8
F_max in eV/A: 3.073

Entry 4:
A gas-phase ion, C4H11N4O (charge +1), computed with ωB97M-V/def2-TZVPD.

The geometry in XYZ format:
```
20
Properties=species:S:1:pos:R:3:mulliken_charge:R:1
C -0.024 -0.270 0.191 0.721
C 0.162 -2.660 0.010 -0.976
C 1.610 1.408 -0.539 -1.143
C -0.340 2.205 0.357 -0.927
N -2.320 0.038 -0.286 -0.007
N 0.756 -1.352 -0.049 -0.180
N 0.354 0.958 0.074 0.010
N -1.357 -0.497 0.541 -0.002
O -3.442 -0.264 0.021 -0.384
H -0.746 -2.741 -0.630 0.361
H 0.882 -3.301 -0.487 0.342
H -0.014 -3.097 0.985 0.317
H 2.313 1.624 0.337 0.390
H 2.015 0.667 -1.164 0.441
H 1.548 2.404 -1.055 0.349
H -1.288 2.059 0.846 0.413
H 0.491 2.723 0.909 0.344
H -0.462 2.642 -0.676 0.339
H 1.734 -1.324 -0.360 0.260
H -1.873 -1.222 0.976 0.333
```

## Properties
Total charge: +1
Highest occupied orbital energy in eV: -14.2
F_max in eV/A: 2.671
SMILES: CN/C(=[NH+]/N=O)N(C)C

Entry 5:
A molecular structure, C4H11N4O, computed with ωB97M-V/def2-TZVPD.

The geometry in XYZ format:
```
20
Properties=species:S:1:pos:R:3:mulliken_charge:R:1
C 1.475 -1.291 0.262 -0.455
C 2.111 0.014 -0.377 -0.610
C -3.041 0.023 0.109 -0.177
C -0.934 -0.618 -0.106 0.427
N 0.170 -1.422 -0.364 -0.144
N -2.093 1.177 0.276 -0.587
N -0.814 0.617 0.226 -0.060
N 1.729 1.277 0.234 -0.415
O -2.146 -1.082 -0.200 -0.386
H 2.185 -2.166 0.066 0.382
H 1.616 -1.126 1.417 0.267
H 3.242 0.061 -0.286 0.351
H 1.641 0.131 -1.435 0.321
H -3.510 -0.345 0.937 0.261
H -3.664 0.066 -0.679 0.306
H -0.083 -2.250 -0.813 0.230
H -2.064 1.975 -0.321 0.261
H 0.411 1.253 0.241 0.400
H 2.070 1.595 1.120 0.272
H 1.701 2.112 -0.307 0.355
```

## Properties
Total charge: +1
Highest occupied orbital energy in eV: -12.4
F_max in eV/A: 4.113

Entry 6:
A molecular structure, C4H11N5, computed with ωB97M-V/def2-TZVPD.

The geometry in XYZ format:
```
20
Properties=species:S:1:pos:R:3:mulliken_charge:R:1
C 0.854 -0.232 -0.899 -0.592
C 0.878 -0.924 0.420 0.116
C -0.261 0.237 -1.437 -0.197
C -1.435 -0.271 -0.009 0.512
N -0.647 -0.913 0.744 -0.120
N -2.581 0.359 0.086 -0.390
N 2.100 -0.779 2.414 -0.578
N 1.466 -0.097 1.373 -0.103
N -0.662 1.087 -2.439 -0.080
H 1.847 -0.156 -1.475 0.384
H 1.239 -2.027 0.442 0.430
H -0.904 -1.050 1.745 0.303
H -3.027 0.806 -0.686 0.177
H -3.141 0.452 1.029 0.296
H 1.648 -0.500 3.259 0.234
H 3.047 -0.780 2.483 0.205
H 1.670 0.887 1.148 0.241
H -0.681 0.632 -3.395 0.433
H 0.095 1.707 -2.441 0.422
H -1.506 1.560 -2.364 0.308
```

## Properties
Total charge: +2
Highest occupied orbital energy in eV: -16.9
F_max in eV/A: 9.100

Entry 7:
A gas-phase ion, C4H11N5O (charge +2), computed with ωB97M-V/def2-TZVPD.

The geometry in XYZ format:
```
21
Properties=species:S:1:pos:R:3:mulliken_charge:R:1
C 0.042 1.880 -0.710 -0.232
C 1.360 0.113 0.236 0.109
C 0.151 -0.785 0.291 0.076
C -1.091 0.227 0.462 0.081
N -1.089 1.491 -0.317 -0.589
N 1.293 1.267 -0.461 -0.072
N 2.490 -0.370 0.702 -0.246
N -2.236 -0.464 -0.202 -0.155
N 0.011 -1.561 -1.041 -0.717
O -1.416 0.540 1.762 -0.471
H 0.098 2.738 -1.296 0.497
H 0.064 -1.550 1.054 0.736
H 2.189 1.705 -0.483 0.270
H 2.520 -1.209 1.189 0.249
H 3.404 -0.008 0.716 0.216
H -2.661 -1.258 0.339 0.366
H -2.863 0.329 -0.464 0.372
H 0.221 -2.594 -0.799 0.319
H 0.774 -1.200 -1.719 0.313
H -1.652 -0.776 -1.022 0.439
H -1.612 1.484 1.761 0.440
```

## Properties
Total charge: +2
Highest occupied orbital energy in eV: -19.1
F_max in eV/A: 2.715
SMILES: N[C@H]1C(=[NH2+])NC=N[C@]1([NH3+])O

Entry 8:
2 unconnected molecules or ions with the total composition C4H11NO, computed with ωB97M-V/def2-TZVPD.

The geometry in XYZ format:
```
17
Properties=species:S:1:pos:R:3:mulliken_spin:R:1
C -1.245 -1.336 -1.972 1.973
C -0.646 -0.050 -1.920 -0.046
O -1.158 1.035 -1.754 -0.401
N 0.789 -0.108 -1.852 0.643
H -1.475 -1.725 -2.967 -0.297
H -2.273 -1.336 -1.685 -0.160
H 1.326 0.707 -1.594 -0.015
H 1.269 -0.974 -1.589 -0.387
H -0.822 -2.113 -1.449 -0.636
C 0.031 1.284 2.349 0.147
C 1.034 0.217 1.792 0.664
H -0.680 1.678 1.651 -0.057
H -0.635 0.819 3.093 -0.084
H 0.641 2.091 2.821 -0.078
H 1.499 -0.182 2.652 -0.288
H 1.887 0.567 1.155 -0.191
H 0.458 -0.574 1.268 0.213
```

## Properties
Total charge: -1
Highest occupied orbital energy (alpha / beta) in eV: 1.2 / -6.0
F_max in eV/A: 5.279
Spin multiplicity: 2

Entry 9:
2 unconnected molecules or ions with the total composition C4H11NO, computed with ωB97M-V/def2-TZVPD.

The geometry in XYZ format:
```
17
Properties=species:S:1:pos:R:3:mulliken_charge:R:1
C -0.469 -0.332 -2.356 -0.794
N 0.346 -0.208 -1.073 -0.286
C -0.135 -0.790 0.229 -0.745
C -0.118 -0.143 2.659 -0.590
C 0.557 -0.301 1.497 -0.348
H -0.489 -1.400 -2.658 0.320
H -0.094 0.261 -3.264 0.248
H -1.445 0.067 -2.107 0.316
H 1.242 -0.686 -1.074 0.224
H -1.187 -0.591 0.256 0.399
H -0.199 -1.904 0.076 0.411
H 0.283 0.325 3.542 0.287
H -0.993 -0.718 2.823 0.257
H 1.571 -0.609 1.536 0.344
H 0.628 2.167 0.631 0.324
H 0.388 2.111 -0.709 0.330
O 0.115 2.751 -0.006 -0.696
```

## Properties
Total charge: 0
Highest occupied orbital energy in eV: -9.0
F_max in eV/A: 3.116
SMILES: C=CCNC.O

Entry 10:
2 unconnected molecules or ions with the total composition C4H11NO, computed with ωB97M-V/def2-TZVPD.

The geometry in XYZ format:
```
17
Properties=species:S:1:pos:R:3:mulliken_charge:R:1
C -0.088 0.424 -2.061 -0.647
C 0.291 0.527 -3.548 -0.950
H -0.694 -0.446 -1.813 0.218
H 0.818 0.373 -1.477 0.229
H -0.652 1.291 -1.740 0.304
H 1.296 0.138 -3.715 0.266
H -0.355 -0.053 -4.202 0.272
H 0.275 1.560 -3.858 0.285
C 0.467 0.323 2.744 -1.177
C -0.181 -0.191 1.495 0.758
O -1.071 0.378 0.908 -0.564
N 0.258 -1.432 1.093 -0.470
H 1.413 0.794 2.494 0.289
H 0.663 -0.453 3.484 0.356
H 0.097 -1.594 0.106 0.272
H 1.188 -1.680 1.398 0.235
H -0.133 1.073 3.232 0.324
```

## Properties
Total charge: 0
Highest occupied orbital energy in eV: -9.9
F_max in eV/A: 0.636
SMILES: CC(N)=O.CC

Entry 11:
2 unconnected molecules or ions with the total composition C4H11NO, computed with ωB97M-V/def2-TZVPD.

The geometry in XYZ format:
```
17
Properties=species:S:1:pos:R:3:mulliken_charge:R:1
C 2.124 -0.021 1.411 -1.108
C 1.197 -0.947 0.585 0.113
N -0.202 -1.102 1.200 -0.747
H 1.729 0.231 2.399 0.324
H 3.045 -0.530 1.705 0.282
H 2.408 0.798 0.723 0.276
H 0.991 -0.472 -0.325 0.053
H 1.814 -1.887 0.454 0.310
H -0.930 -0.643 0.653 0.278
H -0.421 -2.060 0.926 0.243
C -1.342 1.807 -0.992 -0.502
C -1.460 0.586 -1.666 -0.253
O -2.353 -0.382 -1.296 -0.479
H -0.653 2.581 -1.395 0.235
H -2.045 2.058 -0.218 0.269
H -0.764 0.187 -2.351 0.398
H -3.138 -0.204 -1.813 0.310
```

## Properties
Total charge: 0
Highest occupied orbital energy in eV: -9.2
F_max in eV/A: 4.497
SMILES: C=CO.CCN

Entry 12:
2 unconnected molecules or ions with the total composition C4H11NO, computed with ωB97M-V/def2-TZVPD.

The geometry in XYZ format:
```
17
Properties=species:S:1:pos:R:3:mulliken_charge:R:1
C -0.996 1.777 1.385 -0.988
C 0.402 1.238 1.664 0.662
O 0.525 0.135 2.172 -0.603
N 1.451 1.921 1.170 -0.390
H -0.959 2.274 0.413 0.348
H -1.503 2.278 2.202 0.314
H 2.372 1.568 1.116 0.209
H 1.327 2.875 0.856 0.198
H -1.632 0.906 1.224 0.258
C -0.355 -2.064 -0.780 -0.486
C 0.017 -1.703 -2.271 -0.893
H 0.538 -2.506 -0.345 0.254
H -0.526 -1.102 -0.308 -0.055
H -1.132 -2.820 -0.783 0.319
H 0.673 -0.832 -2.256 0.264
H 0.664 -2.504 -2.619 0.297
H -0.866 -1.439 -2.841 0.291
```

## Properties
Total charge: 0
Highest occupied orbital energy in eV: -9.7
F_max in eV/A: 2.225
SMILES: CC(N)=O.CC